[1]
{"formula": "C8H5NO2S", "method": "ωB97M-V/def2-TZVPD", "orbital_gap_ev": 8.70, "energy_ha": -911.21580, "homo_energy_ev": -8.96, "smiles": "O=C(O)c1ccc2ncsc2c1", "symbols": ["S", "O", "O", "N", "C", "C", "C", "C", "C", "C", "C", "C", "H", "H", "H", "H", "H"], "coordinates": [[-1.5792, 1.2869, -2.2898], [3.0061, 1.4336, 1.3643], [2.0876, -0.1144, 2.9525], [-2.4013, -0.9824, -1.6766], [0.6301, 0.8372, -0.4219], [0.2168, -1.0605, 0.9777], [-0.5263, 0.4143, -1.1032], [2.1630, 0.3741, 1.7590], [-0.8605, -1.4401, 0.2035], [-2.6998, 0.1694, -2.3915], [1.0188, 0.0515, 0.7059], [-1.2528, -0.6901, -0.8860], [1.2109, 1.6469, -0.9583], [-1.5077, -2.3000, 0.6889], [-3.5213, 0.4692, -2.9697], [3.5409, 1.5772, 2.3120], [0.4748, -1.6727, 1.7333]], "mulliken_charge": [-0.170, -0.457, -0.576, -0.702, -0.524, -0.526, 0.648, 0.397, -0.250, 0.024, 0.219, 0.032, 0.310, 0.229, 0.414, 0.399, 0.534]}

***

[2]
{"formula": "C8H6", "method": "ωB97M-V/def2-TZVPD", "orbital_gap_ev": [8.61, 4.91], "energy_ha": -308.04158, "homo_energy_ev": [-9.49, -7.87], "symbols": ["C", "C", "C", "C", "C", "C", "C", "C", "H", "H", "H", "H", "H", "H"], "coordinates": [[4.3756, 0.1781, -0.3238], [-1.4157, 0.9059, 0.1147], [3.1961, 0.0363, 0.0003], [1.8824, -0.2884, 0.2626], [-1.9512, -0.2255, -0.0183], [-2.4263, -1.5974, -0.1299], [-0.8363, 2.1324, 0.2991], [0.8441, -0.9296, 0.4617], [-2.1102, -2.2212, 0.6743], [-2.0215, -2.1107, -1.1142], [5.2070, 0.1452, -0.9926], [-3.4402, -1.5656, -0.0927], [-0.7876, 2.6230, 1.3767], [-0.5162, 2.9175, -0.5179]], "mulliken_charge": [-0.445, 0.361, -0.046, 0.569, 0.811, -1.323, -1.086, -0.672, 0.320, 0.262, 0.355, 0.417, 0.228, 0.249]}

***

[3]
{"formula": "C8H6Br2N4", "method": "ωB97M-V/def2-TZVPD", "orbital_gap_ev": 9.46, "energy_ha": -5675.36722, "homo_energy_ev": -9.06, "symbols": ["Br", "Br", "N", "N", "N", "N", "C", "C", "C", "C", "C", "C", "C", "C", "H", "H", "H", "H", "H", "H"], "coordinates": [[-3.2475, -1.6468, 0.1982], [-3.5698, 1.4301, 0.2550], [0.7286, 1.3108, -0.8854], [-0.0391, -1.2382, -0.1236], [-0.2447, 1.2412, 0.0678], [-0.1768, -2.0170, 0.9050], [0.7432, 3.1317, 0.4251], [-2.3732, 0.0014, 0.0630], [1.3235, -2.8804, -0.5414], [0.7997, -1.6781, -1.0574], [0.5363, -3.1188, 0.6465], [1.3212, 2.4543, -0.6942], [-0.2308, 2.2874, 0.9129], [-1.0576, 0.1277, -0.0525], [2.0671, -3.5387, -0.9606], [-0.9776, 2.1063, 1.6434], [0.8919, -1.0397, -1.8980], [0.8638, 4.0238, 0.9215], [0.5206, -3.9186, 1.3487], [2.1212, 2.9616, -1.1740]], "mulliken_charge": [-0.035, -0.060, -0.714, 0.683, 0.511, -0.877, -0.756, -0.514, -0.817, -0.122, -0.237, -0.298, -0.075, 0.669, 0.361, 0.469, 0.484, 0.451, 0.468, 0.409]}

***

[4]
{"formula": "C8H6Cl2N2O2S", "method": "ωB97M-V/def2-TZVPD", "orbital_gap_ev": [6.26, 6.27], "energy_ha": -1886.86843, "homo_energy_ev": [-8.44, -8.44], "symbols": ["Cl", "Cl", "S", "O", "O", "N", "N", "C", "C", "C", "C", "C", "C", "C", "C", "H", "H", "H", "H", "H", "H"], "coordinates": [[-1.8041, -1.2396, -2.4816], [2.5649, 1.1682, -2.7749], [0.0184, 2.0418, 0.7771], [-0.2102, 1.0092, -3.1469], [2.9736, -0.2604, -0.1598], [1.4272, 0.6325, -1.6586], [-0.2262, -0.9610, -1.9448], [-2.1493, 1.1552, 1.6658], [0.8978, -2.0349, 0.7581], [-1.4539, 0.0332, 1.3468], [-0.2050, 0.3017, 0.7579], [-1.4257, 2.3165, 1.5459], [0.6891, -0.6562, 0.3086], [0.2120, 0.2436, -2.3488], [1.8446, -0.0600, -0.5469], [0.2987, -2.4702, 1.4604], [1.8734, -2.0281, 1.1394], [-1.6849, -1.0525, 1.5937], [-3.0395, 1.1116, 2.2152], [0.9833, -2.6340, -0.1662], [-1.5843, 3.3832, 1.6597]], "mulliken_charge": [-0.133, -0.026, 0.022, -0.557, -0.583, 0.075, -0.300, -0.765, -1.677, -0.536, 0.627, -0.108, 0.811, 0.361, 0.367, 0.522, 0.398, 0.265, 0.441, 0.382, 0.415]}

***

[5]
{"formula": "C8H6Cl2N2O3ScTb", "method": "ωB97M-V/def2-TZVPD", "spin_multiplicity": 7, "orbital_gap_ev": [3.06, 3.07], "energy_ha": -3147.62135, "s2": 12.713, "total_charge": 4, "homo_energy_ev": [-20.88, -20.89], "symbols": ["Tb", "Sc", "Cl", "Cl", "O", "O", "O", "N", "N", "C", "C", "C", "C", "C", "C", "C", "C", "H", "H", "H", "H", "H", "H"], "coordinates": [[0.3281, 0.4593, 0.1607], [-0.7263, -4.0042, -1.8321], [-1.6349, -1.9025, -2.2532], [1.9710, -1.2582, -0.3542], [0.1631, -4.8014, 1.1801], [2.1061, 1.5607, 3.1980], [-3.3239, -4.6121, -0.0867], [-2.3462, 2.3265, -1.0461], [-0.1679, 1.8477, -1.5134], [0.0881, 3.8865, -3.3497], [-2.4606, -4.6891, -0.8635], [1.0561, 2.0587, -2.1212], [-1.1310, 3.7058, -2.6870], [1.5591, 1.3006, 2.2162], [-1.2318, 2.6424, -1.7946], [0.0093, -4.4104, 0.0868], [1.1710, 3.0635, -3.0638], [-3.1567, 2.8996, -1.2627], [-2.0126, 4.3193, -2.8355], [-2.5762, 1.3327, -1.0134], [0.1733, 4.6881, -4.0927], [2.1257, 3.2092, -3.5749], [1.8722, 1.3602, -1.8519]], "mulliken_charge": [1.819, 1.152, -0.165, -0.368, 0.098, 0.131, 0.047, -0.434, -0.327, -0.224, 0.492, 0.075, -0.625, -0.103, 0.728, 0.346, -0.771, 0.295, 0.371, 0.160, 0.463, 0.425, 0.412]}

***

[6]
{"formula": "C8H6Cl2NRhS5Sb", "method": "ωB97M-V/def2-TZVPD", "spin_multiplicity": 2, "orbital_gap_ev": [6.12, 6.81], "energy_ha": -3625.40917, "s2": 0.757, "homo_energy_ev": [-7.33, -8.03], "symbols": ["Sb", "Rh", "Cl", "Cl", "S", "S", "S", "S", "S", "N", "C", "C", "C", "C", "C", "C", "C", "C", "H", "H", "H", "H", "H", "H"], "coordinates": [[4.3090, -2.2925, 0.9211], [2.1329, -0.7208, -0.5527], [0.0952, -5.0718, -0.4561], [0.3088, -2.3471, -1.5161], [2.2521, -1.7312, 1.7599], [0.6204, 3.5799, 0.0504], [3.3244, 2.3988, -0.0594], [4.0052, 0.5313, -0.6797], [3.6052, -2.3708, -1.3087], [0.9892, 1.0228, -0.1705], [-3.0611, 1.9281, 0.2996], [-0.3895, 1.2165, -0.0272], [-0.7784, 2.5536, 0.0867], [1.6228, 2.1694, -0.0907], [-2.1075, 2.9257, 0.2397], [-1.3592, 0.2244, 0.0727], [-2.6826, 0.5862, 0.2301], [-0.3954, -3.3956, -0.2559], [-1.4735, -3.3299, -0.3421], [-3.4375, -0.1848, 0.3107], [-2.3844, 3.9683, 0.3207], [-0.0250, -3.0378, 0.6997], [-1.0669, -0.8107, 0.0483], [-4.1040, 2.1881, 0.4193]], "mulliken_charge": [0.698, 0.184, -0.140, -0.082, -0.482, -0.229, -0.147, -0.213, -0.388, -0.090, -0.421, -0.636, 0.764, 0.590, -0.611, 0.179, -0.625, -0.114, 0.329, 0.381, 0.374, 0.100, 0.201, 0.379]}

***

[7]
{"formula": "C8H6ClF18N3O17S6Zr", "method": "ωB97M-V/def2-TZVPD", "orbital_gap_ev": 8.52, "energy_ha": -6445.33637, "homo_energy_ev": -11.07, "symbols": ["Zr", "Cl", "S", "S", "S", "S", "S", "S", "F", "F", "F", "F", "F", "F", "F", "F", "F", "F", "F", "F", "F", "F", "F", "F", "F", "F", "O", "O", "O", "O", "O", "O", "O", "O", "O", "O", "O", "O", "O", "O", "O", "O", "O", "N", "N", "N", "C", "C", "C", "C", "C", "C", "C", "C", "H", "H", "H", "H", "H", "H"], "coordinates": [[-0.1214, 0.0454, -0.0201], [-2.2066, 2.2514, 2.2842], [-2.8610, -1.1892, -1.9671], [2.6194, 0.5127, 1.2671], [2.3726, -0.9233, -2.4750], [-1.7437, 1.0621, -2.4250], [2.2384, 2.7152, -0.1369], [0.9288, -2.8013, -1.3666], [3.8030, 0.7407, 3.6564], [-2.5929, 3.3123, -1.2309], [3.5029, -2.5550, -0.1909], [2.1381, -4.0886, 0.6032], [-4.5218, -3.0816, -0.8572], [0.3480, -1.1166, -4.1238], [2.1914, -0.5093, -5.0834], [0.6028, 4.0031, 1.6889], [3.1838, -4.5053, -1.1989], [-0.0225, 4.1185, -0.3364], [-2.6216, -2.8812, 0.0997], [2.8178, 2.6453, 3.0395], [1.6664, 0.8963, 3.7809], [1.6736, 5.3285, 0.3016], [-4.0859, -1.2998, 0.3768], [-4.0692, 1.7415, -1.3163], [0.9974, 0.9290, -4.0117], [-3.5968, 2.8219, -3.1911], [-1.7307, 0.6569, -3.8085], [3.5483, 3.0101, 0.4772], [-2.1494, -2.1555, -2.7827], [3.9336, 0.3573, 0.7036], [-0.8910, -1.3418, 1.5629], [3.1439, -2.0215, -3.0165], [-3.9626, -0.4759, -2.6059], [2.1615, 2.6971, -1.6351], [-3.1264, 1.1723, 2.5859], [3.1619, 0.1672, -2.0572], [-0.1478, -3.0072, -0.4505], [0.7414, -3.4175, -2.6640], [-1.2268, 2.3926, 3.2996], [-1.5409, 1.7172, 1.0935], [-2.8327, 3.4711, 1.9623], [1.7022, -0.6376, 1.2856], [-0.5216, 1.4907, -1.7544], [1.4350, 1.3972, 0.3352], [1.0736, -1.2137, -1.2406], [-1.7867, -0.2853, -1.2086], [2.7250, 1.2838, 3.0556], [1.4249, -0.3506, -4.0251], [-0.9495, -1.0711, 2.9812], [-3.1303, 2.3795, -2.0118], [-3.6269, -2.1873, -0.4749], [-0.1444, -2.1611, 3.6315], [2.5959, -3.5558, -0.4905], [1.0536, 4.1153, 0.4096], [0.9070, -1.8737, 3.6393], [-0.2810, -2.2446, 4.7097], [-1.9676, -1.1939, 3.3506], [-1.4493, -2.1118, 1.6933], [-0.1919, -3.1144, 3.1051], [-0.5913, -0.0605, 3.1772]], "mulliken_charge": [2.917, 1.949, 0.719, 0.361, 0.517, 0.360, 0.571, 0.592, -0.193, -0.103, -0.170, -0.203, -0.206, -0.229, -0.195, -0.227, -0.220, -0.195, -0.232, -0.153, -0.163, -0.224, -0.216, -0.173, -0.206, -0.173, -0.491, -0.549, -0.593, -0.437, -0.199, -0.551, -0.573, -0.562, -0.661, -0.523, -0.627, -0.563, -0.642, -0.990, -0.654, -0.329, -0.314, -0.085, 0.308, 0.124, 0.704, 0.693, -0.248, 0.664, 0.614, -1.098, 0.630, 0.691, 0.170, 0.429, 0.468, 0.294, 0.370, 0.027]}

***

[8]
{"formula": "C8H6EuNO5", "method": "ωB97M-V/def2-TZVPD", "spin_multiplicity": 8, "orbital_gap_ev": [6.11, 6.93], "energy_ha": -1449.04693, "s2": 15.802, "total_charge": 1, "homo_energy_ev": [-12.09, -12.65], "symbols": ["Eu", "O", "O", "O", "O", "O", "N", "C", "C", "C", "C", "C", "C", "C", "C", "H", "H", "H", "H", "H", "H"], "coordinates": [[-0.4597, -0.7745, -1.0252], [1.2866, -3.0214, 0.4225], [1.2674, 0.9019, -6.1829], [-3.0164, -0.9434, 1.0235], [-1.9139, 1.0122, -3.2442], [-1.6826, -3.4318, -2.8829], [0.1991, 0.7082, 0.2561], [-2.1284, -0.9712, 0.2137], [-1.4908, 0.2892, -2.3938], [1.0370, 0.9085, 3.5632], [0.5435, 1.2778, 1.1995], [-1.3569, -2.5254, -2.1668], [0.8785, 1.9432, 2.4064], [0.5495, 0.7746, -5.2847], [0.5250, -2.2562, -0.0889], [1.8198, 2.5088, 2.3004], [1.2596, 1.4064, 4.4906], [1.8411, 0.2178, 3.3149], [0.1075, 0.3481, 3.6670], [0.6542, -1.0230, -2.2682], [0.0799, 2.6502, 2.6798]], "mulliken_charge": [0.201, -0.234, -0.178, -0.294, -0.212, -0.246, -0.331, 0.418, 0.356, -1.135, 0.350, 0.327, -0.277, 0.165, 0.303, 0.294, 0.353, 0.343, 0.345, 0.178, 0.275]}

***

[9]
{"formula": "C8H6N2O", "method": "ωB97M-V/def2-TZVPD", "orbital_gap_ev": 8.32, "energy_ha": -493.16285, "homo_energy_ev": -8.69, "smiles": "Oc1cccc2nccnc12", "symbols": ["O", "N", "N", "C", "C", "C", "C", "C", "C", "C", "C", "H", "H", "H", "H", "H", "H"], "coordinates": [[1.2594, 2.2926, 0.0556], [-1.0072, 1.4474, -0.3191], [-1.7243, -1.3659, 0.0780], [-2.2083, 1.0658, -0.1466], [0.7392, -1.8202, -0.2751], [-0.3713, -0.9501, -0.1129], [-0.1061, 0.4162, -0.1710], [1.9820, -1.2419, 0.0021], [2.2500, 0.1657, 0.0527], [1.1773, 0.9534, -0.0178], [-2.5385, -0.3530, 0.1342], [0.6027, -2.8812, -0.2097], [3.3183, 0.4260, 0.1662], [-3.5736, -0.4154, 0.5074], [0.3272, 2.5322, 0.0811], [-2.8646, 1.8140, 0.0877], [2.7378, -2.0858, 0.0872]], "mulliken_charge": [-0.611, -0.617, -0.608, -0.312, -0.834, 0.376, 0.740, -0.167, -0.684, 0.408, 0.020, 0.386, 0.374, 0.330, 0.488, 0.457, 0.254]}

***

[10]
{"formula": "C8H6N2OS", "method": "ωB97M-V/def2-TZVPD", "orbital_gap_ev": 9.28, "energy_ha": -891.31278, "homo_energy_ev": -9.76, "smiles": "[H]/N=C/[C@H](C#N)C(=O)c1cccs1", "symbols": ["S", "O", "N", "N", "C", "C", "C", "C", "C", "C", "C", "C", "H", "H", "H", "H", "H", "H"], "coordinates": [[-2.7082, -0.5992, 0.3488], [-0.1218, -2.2059, 0.1466], [1.8249, 1.0797, 1.9971], [3.1154, -1.6270, -1.3786], [2.3613, -1.6116, -0.3875], [-1.0256, 1.2656, -0.1990], [1.6400, 0.4322, 1.0469], [-2.2605, 1.9104, 0.1169], [-0.0120, -1.0352, -0.0334], [-3.2457, 1.0606, 0.4808], [-1.1090, -0.0953, -0.0244], [1.4788, -0.3770, -0.1565], [3.6522, -2.4030, -1.7080], [1.9667, -2.3014, 0.3549], [-4.3007, 1.1049, 0.7878], [1.4820, 0.4690, -0.9949], [-0.2580, 1.9126, -0.5004], [-2.4797, 3.0205, 0.1028]], "mulliken_charge": [-0.071, -0.606, -0.470, -0.545, -0.161, -0.424, 0.075, -0.600, 0.369, -0.281, 0.413, 0.388, 0.247, 0.331, 0.394, 0.252, 0.392, 0.296]}

***

[11]
{"formula": "C8H6O4", "method": "ωB97M-V/def2-TZVPD", "orbital_gap_ev": 8.48, "energy_ha": -609.38449, "homo_energy_ev": -9.13, "smiles": "O=Cc1ccc(O)c(O)c1C=O", "symbols": ["O", "O", "O", "O", "C", "C", "C", "C", "C", "C", "C", "C", "H", "H", "H", "H", "H", "H"], "coordinates": [[2.1803, 0.9141, 1.9523], [-0.2692, -1.2701, -3.0130], [2.5157, -0.1735, -0.4624], [-3.5374, -0.5293, -0.4786], [0.1654, -0.3580, -0.8217], [-1.3568, 0.3542, 0.9319], [1.2193, 0.0353, 0.0140], [-1.1602, -0.2085, -0.3469], [-2.4471, -0.6164, -1.0786], [0.5065, -0.8381, -2.1749], [-0.2647, 0.8587, 1.6929], [1.0366, 0.6314, 1.2676], [1.6056, -0.8336, -2.4298], [3.1277, 0.0539, 0.2728], [1.9108, 1.0552, 2.8700], [-2.3862, 0.4854, 1.2389], [-0.4631, 1.3964, 2.6642], [-2.3834, -0.9572, -2.0987]], "mulliken_charge": [-0.576, -0.514, -0.591, -0.532, -0.068, -0.875, 0.637, 0.220, -0.090, -0.070, -0.517, 0.752, 0.379, 0.315, 0.329, 0.471, 0.249, 0.483]}